(1)
Density functional theory data (ωB97M-V/def2-TZVPD) for a 8-piece molecular cluster, C46H81FN2O17PS overall.

Last column: Löwdin charge in e.
CARTESIAN COORDINATES (ANGSTROEM)
C (5.463, -1.948, 1.563)  0.137
C (4.300, -2.137, 1.344)  -0.133
C (2.882, -2.474, 1.192)  -0.168
C (2.767, -3.994, 0.954)  -0.227
C (2.275, -4.448, -0.484)  -0.265
O (2.455, -5.903, -0.344)  -0.010
C (2.822, -6.620, -1.360)  -0.368
N (3.152, -7.254, -2.249)  0.208
P (3.518, -3.813, -1.720)  0.528
O (3.236, -4.078, -3.118)  -0.199
O (3.779, -2.246, -1.530)  -0.121
O (4.958, -4.454, -1.319)  -0.101
C (0.763, -4.166, -0.722)  -0.209
C (0.305, -2.700, -0.664)  -0.061
C (0.862, -1.590, -1.555)  -0.385
C (-0.231, -0.537, -1.804)  -0.013
F (1.322, -1.956, -2.796)  0.001
C (0.197, -4.914, -2.001)  -0.636
O (-0.090, -4.258, -3.008)  0.027
O (0.000, -6.155, -1.808)  -0.036
C (0.000, -4.887, 0.413)  -0.246
C (-1.512, -4.836, 0.309)  -0.095
C (-2.114, -5.828, 1.335)  -0.125
N (-3.511, -5.567, 1.720)  -0.077
C (-3.675, -4.812, 2.978)  -0.217
C (-2.670, -3.703, 3.287)  -0.081
C (-4.318, -5.088, 0.657)  -0.465
C (-4.575, -3.611, 0.418)  0.008
O (-4.820, -5.885, -0.109)  0.085
O (0.299, -4.307, 1.746)  -0.193
S (1.720, -4.675, 2.260)  0.632
O (1.984, -3.987, 3.488)  -0.263
O (1.919, -6.087, 2.376)  -0.244
H (6.431, -1.758, 1.961)  0.031
H (2.416, -2.136, 2.114)  0.125
H (2.506, -1.837, 0.400)  0.078
H (3.741, -4.453, 1.081)  0.120
H (4.588, -2.072, -1.027)  0.066
H (4.860, -5.061, -0.574)  0.067
H (0.394, -2.323, 0.357)  0.126
H (-0.764, -2.709, -0.850)  0.116
H (1.662, -1.016, -1.092)  0.080
H (0.280, 0.402, -2.010)  0.054
H (-0.868, -0.405, -0.933)  0.082
H (-0.784, -0.820, -2.695)  0.091
H (0.261, -5.938, 0.461)  0.141
H (-1.857, -3.840, 0.581)  0.102
H (-1.898, -5.133, -0.658)  0.135
H (-2.110, -6.792, 0.824)  0.134
H (-1.486, -5.951, 2.211)  0.121
H (-4.695, -4.430, 2.994)  0.113
H (-3.623, -5.549, 3.780)  0.114
H (-2.600, -2.932, 2.528)  0.059
H (-3.017, -3.204, 4.195)  0.075
H (-1.696, -4.105, 3.543)  0.065
H (-5.640, -3.404, 0.382)  0.085
H (-4.180, -3.400, -0.573)  0.095
H (-4.052, -2.986, 1.132)  0.053
C (-0.159, 2.321, -6.019)  -0.170
C (-0.088, 3.762, -5.520)  -0.171
C (-0.191, 3.572, -4.013)  -0.205
O (0.404, 2.304, -3.722)  -0.160
C (0.614, 1.578, -4.938)  -0.197
H (0.262, 2.178, -7.014)  0.109
H (-1.198, 1.984, -6.037)  0.113
H (0.880, 4.198, -5.779)  0.111
H (-0.869, 4.407, -5.919)  0.108
H (-1.235, 3.543, -3.685)  0.119
H (0.322, 4.349, -3.450)  0.101
H (1.689, 1.570, -5.153)  0.119
H (0.282, 0.548, -4.808)  0.116
C (-0.520, 7.705, -0.263)  -0.168
C (-2.008, 7.648, -0.591)  -0.167
C (-2.000, 6.921, -1.931)  -0.203
O (-0.870, 6.045, -1.911)  -0.156
C (-0.031, 6.371, -0.798)  -0.204
H (-0.304, 7.836, 0.794)  0.093
H (-0.049, 8.526, -0.812)  0.116
H (-2.531, 7.049, 0.156)  0.118
H (-2.490, 8.623, -0.639)  0.101
H (-1.876, 7.623, -2.764)  0.115
H (-2.907, 6.339, -2.101)  0.116
H (-0.137, 5.581, -0.047)  0.121
H (1.009, 6.400, -1.126)  0.116
C (3.422, 6.769, 3.484)  -0.169
C (2.603, 7.589, 4.476)  -0.171
C (1.524, 8.176, 3.577)  -0.205
O (1.303, 7.224, 2.533)  -0.159
C (2.340, 6.237, 2.556)  -0.201
H (4.009, 5.978, 3.946)  0.112
H (4.103, 7.423, 2.933)  0.114
H (2.153, 6.931, 5.222)  0.114
H (3.179, 8.352, 4.999)  0.110
H (1.855, 9.116, 3.120)  0.117
H (0.587, 8.359, 4.103)  0.117
H (1.915, 5.302, 2.936)  0.119
H (2.698, 6.066, 1.540)  0.111
C (-6.885, 10.250, -1.018)  -0.173
C (-6.354, 11.174, 0.073)  -0.174
C (-5.687, 10.183, 1.018)  -0.205
O (-5.221, 9.100, 0.210)  -0.152
C (-5.782, 9.205, -1.102)  -0.209
H (-7.067, 10.750, -1.969)  0.111
H (-7.819, 9.786, -0.693)  0.113
H (-5.609, 11.855, -0.345)  0.113
H (-7.124, 11.770, 0.559)  0.110
H (-6.402, 9.786, 1.746)  0.117
H (-4.846, 10.617, 1.560)  0.116
H (-4.989, 9.519, -1.790)  0.115
H (-6.146, 8.227, -1.417)  0.118
C (-7.653, -8.639, -1.674)  -0.170
C (-6.948, -7.291, -1.785)  -0.176
C (-7.972, -6.473, -2.557)  -0.199
O (-9.263, -6.985, -2.196)  -0.150
C (-9.104, -8.217, -1.491)  -0.218
H (-7.286, -9.260, -0.857)  0.111
H (-7.540, -9.200, -2.606)  0.111
H (-6.797, -6.867, -0.796)  0.089
H (-5.981, -7.339, -2.281)  0.117
H (-7.847, -6.596, -3.639)  0.114
H (-7.926, -5.410, -2.322)  0.114
H (-9.334, -8.040, -0.433)  0.113
H (-9.813, -8.950, -1.880)  0.110
C (4.282, 2.857, 0.092)  -0.167
C (3.700, 2.427, -1.253)  -0.154
C (3.436, 0.949, -1.013)  -0.191
O (3.137, 0.809, 0.381)  -0.143
C (3.466, 2.016, 1.065)  -0.203
H (4.201, 3.927, 0.286)  0.099
H (5.337, 2.579, 0.148)  0.112
H (2.760, 2.952, -1.439)  0.112
H (4.362, 2.607, -2.099)  0.114
H (4.320, 0.344, -1.238)  0.115
H (2.602, 0.571, -1.602)  0.101
H (2.532, 2.522, 1.338)  0.113
H (4.010, 1.776, 1.981)  0.116
C (8.187, -5.703, 3.186)  -0.168
C (8.095, -5.043, 4.557)  -0.171
C (8.599, -3.638, 4.260)  -0.206
O (8.235, -3.349, 2.907)  -0.162
C (7.798, -4.556, 2.265)  -0.204
H (7.542, -6.572, 3.072)  0.114
H (9.216, -6.012, 2.988)  0.112
H (7.053, -5.007, 4.884)  0.116
H (8.676, -5.547, 5.328)  0.109
H (9.690, -3.582, 4.341)  0.114
H (8.164, -2.885, 4.919)  0.116
H (6.711, -4.500, 2.139)  0.103
H (8.258, -4.630, 1.279)  0.121

Results
**Total charge**: -1
**2S+1**: 1
**Strongest force on any atom**: 2.7 eV/A


(2)
Density functional theory data (ωB97M-V/def2-TZVPD) for a 6-piece molecular cluster, C46H82BBr2FIN4O19 overall.

Last column: Löwdin charge in e.
CARTESIAN COORDINATES (ANGSTROEM)
C (0.008, 1.687, 4.033)  -0.108
C (0.101, 2.671, 2.831)  -0.238
C (1.490, 2.535, 2.188)  -0.213
C (1.560, 1.328, 1.235)  -0.213
C (2.786, 1.408, 0.317)  -0.205
C (4.102, 1.062, 1.025)  -0.201
C (4.265, -0.453, 1.268)  -0.202
C (5.084, -0.691, 2.553)  -0.199
C (5.904, -2.006, 2.518)  -0.171
C (5.963, -2.680, 3.906)  -0.178
C (4.954, -3.834, 4.064)  -0.154
C (3.483, -3.374, 4.001)  -0.103
C (2.559, -4.544, 3.831)  -0.149
C (2.467, -5.209, 2.642)  0.055
B (3.277, -4.793, 1.310)  -0.673
O (4.179, -5.595, 0.688)  0.215
O (2.993, -3.594, 0.738)  0.204
C (1.608, -6.313, 2.537)  -0.081
C (1.493, -7.002, 1.189)  -0.493
O (2.289, -7.828, 0.818)  0.197
O (0.400, -6.587, 0.504)  -0.008
C (0.668, -5.886, -0.732)  -0.128
C (-0.246, -4.672, -0.868)  -0.136
C (-0.389, -3.830, 0.423)  -0.174
C (-1.850, -3.582, 0.804)  -0.231
N (-2.623, -2.928, -0.241)  0.019
C (-2.316, -1.539, -0.389)  -0.534
N (-2.312, -0.661, 0.531)  0.154
N (-2.055, -1.143, -1.691)  0.125
C (0.882, -6.736, 3.622)  -0.518
I (-0.411, -8.379, 3.483)  1.114
C (1.009, -6.036, 4.766)  -0.352
F (0.323, -6.381, 5.816)  0.143
N (1.798, -4.975, 4.862)  0.033
C (1.798, -4.294, 6.147)  -0.719
Br (2.813, -4.999, 7.571)  0.897
C (1.054, -3.203, 6.273)  -0.684
C (0.903, -2.396, 7.524)  -0.116
Br (0.050, -2.554, 4.776)  0.864
H (-0.293, 0.717, 3.627)  0.043
H (0.962, 1.619, 4.556)  0.064
H (-0.781, 1.988, 4.723)  0.068
H (-0.710, 2.398, 2.155)  0.089
H (-0.015, 3.685, 3.213)  0.103
H (2.223, 2.374, 2.983)  0.099
H (1.719, 3.442, 1.625)  0.112
H (1.526, 0.381, 1.785)  0.098
H (0.671, 1.384, 0.607)  0.105
H (2.657, 0.653, -0.468)  0.111
H (2.839, 2.406, -0.120)  0.110
H (4.923, 1.430, 0.403)  0.105
H (4.189, 1.547, 2.001)  0.103
H (3.248, -0.839, 1.410)  0.081
H (4.718, -0.963, 0.418)  0.118
H (4.408, -0.644, 3.412)  0.105
H (5.784, 0.140, 2.664)  0.114
H (6.923, -1.795, 2.199)  0.115
H (5.442, -2.675, 1.785)  0.100
H (5.771, -1.943, 4.690)  0.115
H (6.949, -3.124, 4.050)  0.114
H (5.167, -4.536, 3.247)  0.109
H (5.130, -4.396, 4.984)  0.116
H (3.290, -2.847, 4.935)  0.118
H (3.317, -2.635, 3.219)  0.109
H (4.738, -6.018, 1.351)  0.127
H (2.535, -3.025, 1.363)  0.087
H (0.429, -6.563, -1.554)  0.136
H (1.719, -5.622, -0.867)  0.130
H (-1.250, -4.995, -1.147)  0.114
H (0.138, -4.023, -1.653)  0.119
H (0.092, -2.857, 0.278)  0.109
H (0.085, -4.305, 1.286)  0.092
H (-2.301, -4.565, 0.976)  0.127
H (-1.908, -3.050, 1.766)  0.094
H (-3.618, -3.071, -0.137)  0.130
H (-2.567, -1.107, 1.412)  0.049
H (-1.625, -0.226, -1.705)  0.100
H (-1.473, -1.821, -2.167)  0.096
H (-0.140, -2.079, 7.574)  0.080
H (1.511, -1.493, 7.455)  0.103
H (1.107, -2.978, 8.416)  0.059
C (12.709, -1.503, -0.583)  -0.064
C (11.473, -2.225, -0.090)  -0.210
O (10.401, -1.314, 0.202)  0.032
C (9.773, -0.807, -0.857)  -0.615
O (10.008, -1.052, -2.009)  0.130
O (8.835, 0.035, -0.414)  -0.003
C (8.140, 0.729, -1.453)  -0.038
H (13.015, -0.739, 0.134)  0.083
H (13.530, -2.205, -0.725)  0.083
H (12.522, -1.000, -1.531)  0.075
H (11.695, -2.734, 0.846)  0.120
H (11.139, -2.981, -0.801)  0.124
H (7.712, 0.034, -2.173)  0.097
H (8.810, 1.427, -1.953)  0.101
H (7.335, 1.289, -0.985)  0.082
C (-6.189, 5.475, 3.332)  -0.065
C (-6.505, 3.994, 3.337)  -0.208
O (-6.181, 3.375, 2.083)  0.043
C (-4.888, 3.171, 1.855)  -0.610
O (-3.981, 3.441, 2.603)  0.107
O (-4.760, 2.624, 0.647)  0.020
C (-3.401, 2.442, 0.240)  -0.041
H (-6.690, 5.969, 2.499)  0.084
H (-6.514, 5.937, 4.265)  0.081
H (-5.120, 5.652, 3.218)  0.070
H (-7.575, 3.849, 3.474)  0.123
H (-5.998, 3.477, 4.152)  0.122
H (-2.843, 1.867, 0.976)  0.063
H (-2.930, 3.408, 0.076)  0.071
H (-3.407, 1.893, -0.697)  0.084
C (-5.694, 4.328, -3.987)  -0.061
C (-6.541, 3.311, -4.724)  -0.204
O (-5.761, 2.189, -5.169)  0.020
C (-5.407, 1.319, -4.226)  -0.612
O (-5.685, 1.384, -3.057)  0.124
O (-4.670, 0.366, -4.799)  0.007
C (-4.139, -0.583, -3.868)  -0.052
H (-4.852, 4.642, -4.606)  0.083
H (-6.289, 5.203, -3.728)  0.083
H (-5.282, 3.910, -3.069)  0.068
H (-6.954, 3.763, -5.625)  0.123
H (-7.378, 2.968, -4.117)  0.128
H (-4.929, -1.024, -3.264)  0.099
H (-3.401, -0.108, -3.237)  0.055
H (-3.658, -1.369, -4.445)  0.094
C (-7.304, 0.531, -9.177)  -0.061
C (-7.706, 0.917, -7.770)  -0.207
O (-8.949, 1.636, -7.751)  0.038
C (-10.044, 0.902, -7.943)  -0.613
O (-10.081, -0.288, -8.114)  0.124
O (-11.097, 1.720, -7.926)  0.005
C (-12.340, 1.077, -8.217)  -0.040
H (-7.270, 1.413, -9.819)  0.083
H (-6.323, 0.055, -9.176)  0.081
H (-8.019, -0.162, -9.619)  0.074
H (-6.961, 1.589, -7.350)  0.106
H (-7.764, 0.047, -7.114)  0.127
H (-12.509, 0.232, -7.553)  0.095
H (-12.359, 0.753, -9.256)  0.099
H (-13.123, 1.814, -8.060)  0.093
C (2.317, 7.751, -1.850)  -0.066
C (1.274, 7.009, -2.658)  -0.210
O (0.587, 6.025, -1.870)  0.032
C (-0.312, 6.503, -1.010)  -0.613
O (-0.599, 7.659, -0.850)  0.131
O (-0.833, 5.471, -0.344)  -0.001
C (-1.751, 5.842, 0.688)  -0.034
H (3.014, 7.048, -1.390)  0.080
H (2.876, 8.437, -2.487)  0.082
H (1.860, 8.327, -1.047)  0.074
H (1.756, 6.460, -3.465)  0.121
H (0.556, 7.692, -3.113)  0.125
H (-2.546, 6.477, 0.300)  0.103
H (-1.222, 6.347, 1.495)  0.104
H (-2.193, 4.932, 1.080)  0.060

Results
**Total charge**: +1
**2S+1**: 1
**Strongest force on any atom**: 1.9 eV/A


Going through the records in order, we get highest occupied orbital energy values of -5.31; -11.46 eV.